{"formula": "C3H6N2S", "method": "ωB97M-V/def2-TZVPD", "homo_ev": -8.23, "relative_energy_kj_mol": 155.6, "homo_lumo_gap_ev": 8.794, "symbols": ["C", "C", "C", "H", "H", "H", "H", "H", "H", "N", "N", "S"], "positions_angstrom": [[0.0824, -1.4548, -0.1003], [0.5255, -0.2666, 0.4258], [0.0970, 1.0852, -0.0012], [-0.9009, -0.8714, -1.7025], [-1.1357, -2.7197, -1.4077], [0.4994, -2.2498, 0.6238], [0.9531, -0.3845, 1.4354], [-0.0226, 3.1210, 0.7667], [0.5081, 1.9471, 1.8769], [-0.5838, -1.7505, -1.2635], [0.4994, 2.0831, 0.8032], [-0.5220, 1.4608, -1.4567]], "mulliken_charge": [0.104, -0.561, 0.543, 0.119, 0.264, 0.219, 0.143, 0.292, 0.272, -0.391, -0.531, -0.474]}

***

{"formula": "C3H6Cl2F2N2", "method": "ωB97M-V/def2-TZVPD", "homo_ev": -9.17, "relative_energy_kj_mol": 166.5, "homo_lumo_gap_ev": 9.735, "symbols": ["C", "C", "C", "H", "H", "H", "H", "H", "H", "N", "N", "F", "F", "Cl", "Cl"], "positions_angstrom": [[0.2637, 0.4283, -1.8543], [0.0281, 1.8982, -1.3479], [0.6948, -1.6615, 2.3619], [-1.8668, -0.7815, 0.0512], [-1.8513, 0.6692, -0.9083], [1.1872, 0.1422, -2.3095], [-0.8924, 2.3767, -1.8225], [-0.1943, 1.8669, -0.2723], [0.0108, -0.9454, 2.9996], [-1.2100, -0.0556, -0.2602], [-0.3252, -0.5715, -1.0989], [1.3519, -1.0252, 1.3264], [1.6424, -2.1177, 3.2092], [1.5020, 2.7188, -1.6724], [-0.3409, -2.9419, 1.5979]], "mulliken_charge": [-0.270, -0.436, 0.304, 0.277, 0.255, 0.379, 0.315, 0.396, 0.202, -0.441, -0.282, -0.174, -0.192, -0.187, -0.146]}

***

{"formula": "C14H4Cl5F6N2O7RhS2", "method": "ωB97M-V/def2-TZVPD", "homo_ev": [-8.30, -8.31], "relative_energy_kj_mol": 321.6, "homo_lumo_gap_ev": [4.469, 4.532], "symbols": ["Rh", "Cl", "C", "C", "Cl", "C", "Cl", "C", "O", "C", "Cl", "C", "Cl", "F", "C", "F", "F", "S", "O", "O", "N", "S", "O", "O", "C", "F", "F", "F", "O", "C", "O", "C", "C", "C", "C", "C", "N", "H", "H", "H", "H"], "positions_angstrom": [[-0.1225, -0.6537, -0.3054], [3.5266, -2.8865, 5.5339], [2.3580, -2.2961, 4.4585], [2.6659, -2.1498, 3.0931], [4.2267, -2.5488, 2.5387], [1.7104, -1.6970, 2.2084], [2.0801, -1.4633, 0.5616], [0.3704, -1.3883, 2.6267], [-0.5403, -1.0417, 1.8456], [0.1164, -1.4879, 4.0420], [-1.4143, -0.9985, 4.5672], [1.0831, -1.9386, 4.9223], [0.7162, -2.0711, 6.5833], [1.6814, 4.1265, 0.8488], [0.5055, 3.7754, 1.3593], [-0.4321, 4.5253, 0.7834], [0.5123, 4.0573, 2.6570], [0.1159, 1.9339, 1.1342], [0.6076, 1.5839, -0.1892], [0.7852, 1.3059, 2.2248], [-1.4434, 1.9757, 1.2473], [-2.3762, 1.6941, 0.0162], [-1.9939, 0.5318, -0.7697], [-3.7470, 1.8122, 0.3478], [-2.0964, 3.0832, -1.2542], [-2.7099, 4.2090, -0.9182], [-2.6032, 2.6639, -2.4150], [-0.8097, 3.3682, -1.4761], [-0.4751, -4.3275, -2.4494], [-0.3813, -3.2238, -1.9673], [-0.4152, -2.8420, -0.7770], [-0.2060, -2.0187, -2.9633], [-0.6267, -2.1216, -4.2767], [-0.5292, -0.9829, -5.0643], [-0.0025, 0.1824, -4.5231], [0.4280, 0.1808, -3.2059], [0.3152, -0.9137, -2.4557], [-0.9957, -3.0677, -4.6446], [-0.8503, -1.0154, -6.0944], [0.0916, 1.0770, -5.1184], [0.8764, 1.0462, -2.7342]], "mulliken_charge": [0.825, -0.203, 0.645, -0.363, -0.207, 1.292, -0.040, -0.332, -0.725, 0.332, -0.180, -0.194, -0.178, -0.222, 0.505, -0.202, -0.184, 1.060, -0.564, -0.438, -0.337, 1.053, -0.691, -0.585, 0.669, -0.220, -0.244, -0.190, -0.617, 0.470, -0.518, 0.588, -0.612, -0.214, -0.788, -0.258, -0.084, 0.505, 0.438, 0.431, 0.576]}

***

{"formula": "C51H70GeN5O3P3RuS", "method": "ωB97M-V/def2-TZVPD", "homo_ev": [-11.85, -11.85], "charge": 2, "homo_lumo_gap_ev": [4.488, 4.677], "symbols": ["Ru", "C", "C", "C", "P", "C", "N", "Ge", "N", "C", "P", "C", "C", "C", "C", "C", "C", "C", "C", "C", "C", "C", "C", "N", "C", "C", "C", "C", "C", "C", "C", "C", "C", "C", "C", "C", "N", "C", "P", "C", "C", "C", "C", "C", "C", "C", "C", "C", "H", "H", "H", "H", "H", "H", "H", "H", "H", "H", "H", "H", "H", "H", "H", "H", "H", "H", "H", "H", "H", "H", "H", "H", "H", "H", "H", "H", "H", "H", "H", "H", "H", "H", "H", "H", "H", "H", "H", "H", "H", "H", "H", "H", "H", "H", "H", "H", "H", "H", "H", "H", "H", "H", "H", "H", "H", "H", "H", "H", "O", "C", "O", "C", "C", "C", "C", "S", "C", "C", "H", "H", "H", "H", "H", "O", "N", "C", "C", "C", "C", "C", "H", "H", "H", "H", "H"], "positions_angstrom": [[-0.2585, -0.5042, -0.2478], [-4.2407, -0.0501, -0.6288], [-3.4728, 0.3343, -1.8977], [-4.2573, 1.3966, -2.6735], [-1.7567, 0.8836, -1.5163], [-2.0806, 2.4363, -0.6314], [-0.8959, 2.9208, 0.0019], [0.5575, 1.7683, 0.3672], [0.9793, 1.6659, 2.2381], [0.7039, 0.4978, 3.0164], [-0.2530, -0.7509, 2.1024], [0.3197, -2.3201, 2.9068], [0.3075, -2.2755, 4.4438], [1.7144, -2.7064, 2.4243], [-2.0277, -0.4244, 2.5049], [-2.5776, -1.1283, 3.7421], [-2.2998, 1.0825, 2.5752], [1.9401, 2.5244, 2.7750], [2.6487, 2.2963, 3.9567], [3.6636, 3.1689, 4.3324], [3.9949, 4.2604, 3.5479], [3.2640, 4.5223, 2.3954], [2.2286, 3.6804, 2.0467], [1.3048, 3.9028, 0.9668], [0.0992, 4.5891, 1.3696], [0.0561, 5.6635, 2.2302], [-1.1578, 6.3067, 2.4543], [-2.2968, 5.8584, 1.8089], [-2.2580, 4.7475, 0.9714], [-1.0510, 4.0864, 0.7607], [1.8970, 4.4210, -0.2420], [2.0691, 5.7607, -0.5151], [2.7224, 6.1417, -1.6823], [3.1940, 5.1669, -2.5441], [2.9875, 3.8158, -2.2852], [2.3058, 3.4271, -1.1326], [1.9591, 2.1085, -0.8176], [2.3927, 1.1230, -1.7541], [1.8646, -0.5906, -1.3416], [1.7710, -1.2771, -3.0719], [1.5680, -2.7849, -3.2146], [2.9259, -0.8480, -3.9936], [3.3191, -1.1858, -0.3711], [4.5857, -1.3962, -1.1985], [3.5840, -0.2301, 0.7955], [-0.9080, 1.3062, -3.1078], [-1.0131, 2.7797, -3.5039], [-1.3194, 0.3489, -4.2298], [-5.0724, -0.7083, -0.8816], [-4.6538, 0.8360, -0.1450], [-3.6208, -0.5734, 0.0942], [-3.3536, -0.5547, -2.5224], [-4.4872, 2.2563, -2.0438], [-5.2066, 0.9634, -2.9922], [-3.7450, 1.7507, -3.5650], [-2.8970, 2.2291, 0.0771], [-2.4675, 3.1598, -1.3564], [0.1484, 0.7610, 3.9266], [1.6252, -0.0058, 3.3399], [-0.3841, -3.0867, 2.5623], [0.6963, -1.3404, 4.8448], [0.9610, -3.0706, 4.8038], [-0.6747, -2.4450, 4.8722], [2.4744, -2.0694, 2.8808], [1.7950, -2.6622, 1.3461], [1.9183, -3.7324, 2.7345], [-2.5678, -0.8247, 1.6416], [-2.0989, -0.7721, 4.6535], [-2.4766, -2.2126, 3.6932], [-3.6418, -0.8979, 3.8170], [-1.9872, 1.4920, 3.5364], [-3.3721, 1.2597, 2.4768], [-1.7873, 1.6512, 1.8017], [2.4198, 1.4505, 4.5894], [4.2043, 2.9866, 5.2516], [4.7948, 4.9239, 3.8451], [3.4914, 5.3832, 1.7798], [0.9589, 6.0021, 2.7224], [-1.2044, 7.1583, 3.1182], [-3.2380, 6.3692, 1.9626], [-3.1703, 4.4107, 0.4983], [1.6975, 6.5053, 0.1773], [2.8718, 7.1890, -1.9036], [3.7251, 5.4545, -3.4417], [3.3602, 3.0839, -2.9883], [3.4878, 1.1069, -1.8129], [2.0381, 1.3457, -2.7687], [0.8609, -0.7850, -3.4309], [2.4039, -3.3386, -2.7868], [1.5186, -3.0198, -4.2793], [0.6562, -3.1349, -2.7430], [3.8391, -1.3942, -3.7766], [3.1526, 0.2145, -3.9790], [2.6333, -1.0994, -5.0136], [3.0119, -2.1518, 0.0184], [4.9435, -0.4806, -1.6699], [4.4581, -2.1577, -1.9658], [5.3727, -1.7395, -0.5246], [4.0278, 0.7077, 0.4575], [4.2853, -0.7010, 1.4860], [2.6785, 0.0145, 1.3481], [0.1406, 1.1181, -2.8807], [-2.0375, 3.0847, -3.7151], [-0.4307, 2.9326, -4.4140], [-0.6007, 3.4341, -2.7342], [-2.3134, 0.5770, -4.6123], [-1.3135, -0.6971, -3.9109], [-0.6200, 0.4473, -5.0613], [-6.9657, -5.1216, 1.3275], [-6.5739, -4.9076, 0.0616], [-7.2555, -5.2548, -0.8551], [-5.2494, -4.2154, -0.1700], [-4.3257, -3.9214, 0.8293], [-3.1274, -3.3025, 0.5159], [-2.8416, -2.9667, -0.8067], [-1.2997, -2.2677, -1.2709], [-3.7542, -3.2868, -1.8145], [-4.9513, -3.8967, -1.4922], [-6.3492, -4.7592, 1.9729], [-4.5064, -4.1808, 1.8658], [-2.3990, -3.1027, 1.2900], [-3.5181, -3.0572, -2.8461], [-5.6748, -4.1502, -2.2552], [1.3107, -3.6570, -0.5011], [1.6031, -4.9258, -0.5485], [2.8845, -5.3363, -0.4258], [3.2085, -6.6759, -0.4437], [2.2107, -7.6251, -0.5978], [0.9038, -7.1867, -0.7435], [0.6224, -5.8379, -0.7203], [3.6060, -4.5425, -0.3082], [4.2448, -6.9604, -0.3305], [2.4449, -8.6797, -0.6053], [0.0881, -7.8838, -0.8717], [-0.3677, -5.4219, -0.8266]], "mulliken_charge": [-0.210, -1.137, 0.804, -1.558, 1.759, -2.968, 0.863, -1.434, 0.586, -2.785, 1.006, 0.771, -1.502, -1.664, 1.812, -2.040, -1.500, 0.828, -0.976, -0.851, -1.195, -0.059, -0.210, 1.427, -0.252, -0.060, -1.099, -0.861, -0.902, 0.445, 0.014, -0.239, -1.160, -0.874, -1.056, 0.717, 1.523, -3.980, 2.048, 1.984, -1.273, -1.733, 2.284, -1.832, -1.703, 1.882, -1.647, -1.739, 0.475, 0.436, -0.044, 0.535, 0.268, 0.503, 0.332, 0.803, 1.335, 1.216, 1.119, 0.435, 0.201, 0.492, 0.411, 0.306, -0.090, 0.644, -1.025, 0.429, 0.377, 0.490, 0.433, 0.506, 0.234, 0.523, 0.433, 0.432, 0.595, 0.601, 0.456, 0.435, 0.499, 0.582, 0.446, 0.454, 0.528, 1.317, 1.197, -1.184, 0.227, 0.649, -0.022, 0.374, 0.302, 0.551, -0.630, 0.306, 0.406, 0.554, 0.297, 0.654, 0.153, -1.311, 0.259, 0.479, 0.231, 0.322, 0.353, 0.480, -0.468, 0.524, -0.509, 1.082, -0.876, -0.773, 0.534, -0.697, -0.683, -1.131, 0.275, 0.247, 0.345, 0.599, 0.514, 0.129, -0.134, 0.023, -0.860, -0.317, -0.769, -0.348, 0.398, 0.436, 0.415, 0.465, 0.551]}

***

Across the entries above, molar mass takes the values 102.16 179.00 770.49 1099.82 g/mol, respectively.